Version a
Formula: C4H13N3
Source: OMol25
Level of theory: ωB97M-V/def2-TZVPD

Output
**E_LUMO**: 1.02 eV
**Gap between HOMO and LUMO**: 9.7 eV
**SMILES string**: C[C@@H](CN)NCN

CARTESIAN COORDINATES (ANGSTROEM)
1 C -0.43012 -0.30892 -1.89753
2 C -0.34295 -0.09190 -0.37779
3 C -0.97892 -1.32758 0.39831
4 N -2.35324 -1.51130 0.29920
5 N 1.20030 -0.06007 -0.12378
6 C 1.77730 1.24335 0.19045
7 N 1.28588 1.85623 1.44782
8 H -1.43955 0.25959 -2.36469
9 H -0.42388 -1.36752 -2.08989
10 H 0.45913 0.12779 -2.39667
11 H -0.67860 0.84566 0.09603
12 H -0.42416 -2.32412 0.31443
13 H -0.76359 -1.14320 1.43191
14 H -2.81047 -0.66608 0.81772
15 H -2.88267 -1.96886 -0.41712
16 H 1.48196 -0.69104 0.58742
17 H 2.71735 0.98680 0.61715
18 H 1.69644 1.97728 -0.66350
19 H 1.67617 2.82039 1.48666
20 H 0.30947 2.05961 1.33722

---

Version b
Formula: C4H13N3
Source: OMol25
Level of theory: ωB97M-V/def2-TZVPD

Output
**E_LUMO**: -2.26 eV
**Gap between HOMO and LUMO**: 6.5 eV

CARTESIAN COORDINATES (ANGSTROEM)
1 N 0.48623 -1.23592 -0.36756
2 C 0.39252 0.12617 -0.25423
3 C -0.73714 0.83635 0.54406
4 C -2.11487 0.46313 0.14542
5 N -2.51077 -0.93578 0.40345
6 C 1.72588 0.70006 0.30026
7 N 2.82842 0.13046 -0.49370
8 H -1.04398 -0.47897 -1.61413
9 H -0.13373 -1.54494 -1.12730
10 H 0.31409 0.51953 -1.34131
11 H -0.64837 1.91758 0.54688
12 H -0.59391 0.56664 1.59392
13 H -2.79852 1.12378 0.69387
14 H -2.33785 0.91465 -0.84203
15 H -3.16859 -1.20672 -0.31750
16 H -1.70171 -1.46401 0.10117
17 H 1.68347 1.77986 0.19630
18 H 1.77600 0.34054 1.32825
19 H 2.53656 -0.79712 -0.73000
20 H 3.72423 0.15646 -0.03091

---

Version c
Formula: C4H13N3
Source: OMol25
Level of theory: ωB97M-V/def2-TZVPD

Output
**E_LUMO**: 1.10 eV
**Gap between HOMO and LUMO**: 9.3 eV
**SMILES string**: NCCCNCN

CARTESIAN COORDINATES (ANGSTROEM)
1 N 3.46010 0.31866 -1.17610
2 C 2.41800 -0.38546 -0.51943
3 C 1.01202 0.32271 -0.23754
4 C -0.23568 -0.60987 0.13660
5 N -1.52985 -0.40946 -0.44897
6 C -2.71470 -0.05618 0.42111
7 N -2.52399 0.60891 1.76622
8 H 3.63858 1.17329 -0.68306
9 H 3.41239 0.59278 -2.09639
10 H 2.12453 -1.23486 -1.14229
11 H 2.96581 -0.69316 0.45737
12 H 1.13694 0.83369 0.69128
13 H 0.66781 0.96660 -1.01086
14 H -0.29639 -0.52828 1.18001
15 H 0.14369 -1.46608 -0.35738
16 H -1.56614 0.04453 -1.41244
17 H -3.47425 0.50036 -0.22134
18 H -3.17834 -1.05763 0.73123
19 H -1.88164 0.03386 2.26868
20 H -2.41456 1.58094 1.80262

---

Version d
Formula: C4H13N3
Source: OMol25
Level of theory: ωB97M-V/def2-TZVPD

Output
**E_LUMO**: 1.01 eV
**Gap between HOMO and LUMO**: 9.6 eV
**SMILES string**: NCCCNCN

CARTESIAN COORDINATES (ANGSTROEM)
1 N -3.08866 0.04163 -0.40435
2 C -1.96899 -0.77342 -1.02454
3 C -0.64912 -0.03145 -1.13242
4 C -0.20278 0.48108 0.23547
5 N 0.73623 -0.39697 0.90061
6 C 2.15714 -0.39082 0.69680
7 N 2.87804 0.90341 0.72623
8 H -3.80673 0.21432 -1.09620
9 H -2.63262 0.94969 -0.32145
10 H -1.87314 -1.71606 -0.49095
11 H -2.40373 -1.01443 -2.00434
12 H 0.06046 -0.76746 -1.53589
13 H -0.69269 0.78303 -1.85580
14 H -0.97202 0.75165 0.96023
15 H 0.30428 1.43965 0.06379
16 H 0.45768 -0.58272 1.84617
17 H 2.56663 -1.03861 1.47991
18 H 2.23215 -0.97541 -0.23724
19 H 3.84581 0.61641 0.59351
20 H 2.90113 1.24687 1.68283

---

Most stable to least stable, the ends of the list are version d and version b.

---

Version a
Formula: CHClFN
Source: OMol25
Level of theory: ωB97M-V/def2-TZVPD

Output
**E_LUMO**: 0.28 eV
**Gap between HOMO and LUMO**: 12.2 eV
**SMILES string**: N#CF.Cl

CARTESIAN COORDINATES (ANGSTROEM)
1 N -1.67889 1.73396 0.13242
2 C -1.68254 0.62296 0.17644
3 F -1.80306 -0.65001 0.24669
4 Cl 2.80236 -0.33504 0.06754
5 H 2.36214 -1.37187 -0.62308

---

Version b
Formula: CHClFN
Source: OMol25
Level of theory: ωB97M-V/def2-TZVPD

Output
**E_LUMO (spin up / spin down)**: -0.51 / -1.08 eV
**Gap between HOMO and LUMO (spin up / spin down)**: 9.7 / 7.0 eV

CARTESIAN COORDINATES (ANGSTROEM)
1 C 2.13041 -1.06886 0.12341
2 N -0.88495 0.13370 -0.36913
3 F -1.30267 1.34719 0.19094
4 Cl 1.39758 0.27425 -0.01972
5 H -1.34038 -0.68627 0.07449

---

Most stable to least stable, the ends of the list are version a and version b.

---

Version a
Formula: C4H4
Source: OMol25
Level of theory: ωB97M-V/def2-TZVPD

Output
**E_LUMO**: 0.92 eV
**Gap between HOMO and LUMO**: 11.7 eV
**SMILES string**: C#C.C#C

CARTESIAN COORDINATES (ANGSTROEM)
1 C 1.11350 -2.83969 0.08190
2 C 1.18801 -4.01929 0.16241
3 H 0.85949 -1.72511 0.36991
4 H 1.28506 -5.08077 0.37517
5 C -1.06071 2.94990 0.12919
6 C -1.07455 3.83463 -0.64773
7 H -1.21981 2.19962 0.89392
8 H -1.09098 4.68072 -1.36476

---

Version b
Formula: C4H4
Source: OMol25
Level of theory: ωB97M-V/def2-TZVPD

Output
**E_LUMO**: 0.91 eV
**Gap between HOMO and LUMO**: 11.1 eV
**SMILES string**: C#C.C#C

CARTESIAN COORDINATES (ANGSTROEM)
1 C 3.64918 -0.57355 -0.07407
2 C 3.07566 0.66296 0.06402
3 H 3.85274 -1.61830 0.03684
4 H 2.58875 1.65374 -0.33458
5 C -2.74326 0.02309 0.16237
6 C -3.93388 -0.12744 -0.14860
7 H -1.74270 -0.02481 0.52510
8 H -4.98502 0.07899 -0.24972

---

Most stable to least stable, the ends of the list are version a and version b.

---

Version a
Formula: C8H19NO
Source: OMol25
Level of theory: ωB97M-V/def2-TZVPD

Output
**E_LUMO**: 0.86 eV
**Gap between HOMO and LUMO**: 9.0 eV
**SMILES string**: CC(C)N(C)C.C=C(C)O

CARTESIAN COORDINATES (ANGSTROEM)
1 C 1.32400 2.55421 0.75915
2 C 1.05562 1.31747 -0.09656
3 C 2.29332 0.43500 -0.15408
4 N -0.24162 0.51781 0.35770
5 C -0.11202 -0.05324 1.68846
6 C -1.46164 1.31277 0.30089
7 H 2.13291 3.14062 0.32432
8 H 0.46124 3.21578 0.79712
9 H 1.59506 2.26975 1.77442
10 H 0.82190 1.64150 -1.11394
11 H 2.12150 -0.43510 -0.78108
12 H 3.12072 0.99616 -0.58997
13 H 2.60961 0.12535 0.83995
14 H -0.12303 0.69924 2.48782
15 H -0.95283 -0.72748 1.85542
16 H 0.79923 -0.64119 1.75545
17 H -1.55017 1.78385 -0.67642
18 H -2.32428 0.66367 0.45666
19 H -1.53349 2.08298 1.08023
20 C -0.39705 -3.13219 -0.50846
21 C -1.05805 -1.97084 -0.74398
22 C -0.85230 -1.20879 -2.01866
23 O -2.32873 -1.77484 -0.21628
24 H 0.20350 -3.60043 -1.26723
25 H -0.69173 -3.78741 0.29839
26 H -0.72439 -0.15892 -1.75537
27 H 0.05615 -1.50007 -2.53761
28 H -1.70573 -1.25751 -2.69125
29 H -2.53770 -2.50814 0.37492

---

Version b
Formula: C8H19NO
Source: OMol25
Level of theory: ωB97M-V/def2-TZVPD

Output
**E_LUMO (spin up / spin down)**: 0.69 / 0.75 eV
**Gap between HOMO and LUMO (spin up / spin down)**: 6.8 / 8.4 eV

CARTESIAN COORDINATES (ANGSTROEM)
1 C -1.95057 -0.43733 0.11146
2 C -2.33700 -1.13832 -1.18318
3 C -2.95162 0.62774 0.53778
4 O -1.74979 -1.40133 1.16914
5 H -2.58916 -1.83238 1.36910
6 H -0.96813 0.02484 -0.00479
7 H -3.31334 -1.62326 -1.08455
8 H -1.59772 -1.89738 -1.44006
9 H -2.39903 -0.42261 -2.00577
10 H -2.63213 1.09834 1.46844
11 H -3.94290 0.18910 0.69096
12 H -3.04324 1.40082 -0.22811
13 C 2.39175 0.10230 -0.79312
14 C 1.97386 1.58477 1.76412
15 C 1.88237 -1.30373 -0.88531
16 C 1.72213 1.14193 -1.63899
17 C 0.91480 0.62955 1.91627
18 N 0.71256 -0.49319 2.31581
19 H 3.47846 0.17926 -0.77550
20 H -0.18159 -0.98064 2.17589
21 H 1.69012 2.46333 1.18636
22 H 2.43161 1.88877 2.71760
23 H 2.60798 0.99020 1.01601
24 H 0.81232 -1.37156 -0.67135
25 H 2.39612 -1.97018 -0.19054
26 H 2.02285 -1.72429 -1.90036
27 H 1.99593 1.05419 -2.70691
28 H 0.63201 1.06064 -1.59109
29 H 1.99137 2.16044 -1.33929

---

Version c
Formula: C8H19NO
Source: OMol25
Level of theory: ωB97M-V/def2-TZVPD

Output
**E_LUMO**: 0.73 eV
**Gap between HOMO and LUMO**: 10.1 eV
**SMILES string**: CNC(C)=O.CCCCC

CARTESIAN COORDINATES (ANGSTROEM)
1 C 2.89968 -1.04250 -1.35359
2 N 2.08103 0.12109 -1.63827
3 C 1.72565 1.04810 -0.63885
4 C 0.94883 2.33744 -0.95620
5 O 1.92998 0.73944 0.60215
6 H 3.07071 -1.25520 -0.35091
7 H 2.35303 -2.01138 -1.91409
8 H 3.70759 -0.94401 -2.09855
9 H 1.96118 0.49510 -2.64938
10 H 0.27319 2.21676 -1.77361
11 H 1.75256 3.02455 -1.00893
12 H 0.39881 2.61563 0.05176
13 C -2.74160 1.51857 1.81554
14 C -1.94941 0.29357 1.67850
15 C -1.97495 -0.43025 0.39723
16 C -1.21841 -1.64871 0.61598
17 C -1.22535 -2.79628 -0.45852
18 H -2.55211 2.28483 0.93638
19 H -3.90816 1.52783 1.79901
20 H -2.39232 2.15663 2.60966
21 H -2.19520 -0.25173 2.67977
22 H -0.98376 0.76261 1.78108
23 H -3.15400 -0.62624 0.34290
24 H -1.62710 0.27050 -0.37661
25 H -1.81583 -2.04504 1.43303
26 H -0.19200 -1.46223 0.86921
27 H -1.26768 -2.21511 -1.41089
28 H -0.17415 -3.40828 -0.24602
29 H -2.04844 -3.57802 -0.62368

---

Most stable to least stable, the ends of the list are version a and version b.

---

Version a
Formula: C3H4
Source: OMol25
Level of theory: ωB97M-V/def2-TZVPD

Output
**E_LUMO**: 1.09 eV
**Gap between HOMO and LUMO**: 11.0 eV
**SMILES string**: C#CC

CARTESIAN COORDINATES (ANGSTROEM)
1 C 1.66587 -0.10786 -0.02653
2 C 0.46008 -0.03446 -0.00479
3 C -1.06502 -0.00273 -0.02373
4 H 2.65611 -0.05561 0.12854
5 H -1.29390 -0.92647 -0.39235
6 H -1.24527 0.16960 0.99725
7 H -1.17787 0.95753 -0.67840

---

Version b
Formula: C3H4
Source: OMol25
Level of theory: ωB97M-V/def2-TZVPD

Output
**E_LUMO**: 1.34 eV
**Gap between HOMO and LUMO**: 10.5 eV

CARTESIAN COORDINATES (ANGSTROEM)
1 C -0.81317 0.28402 -0.09045
2 C 0.21109 0.55893 0.66662
3 C 0.37767 -0.50783 -0.36484
4 H -1.81769 0.55749 -0.44853
5 H 0.68170 1.21534 1.30019
6 H 0.37189 -1.80060 0.07116
7 H 0.98851 -0.30734 -1.13415

---

Most stable to least stable, the ends of the list are version a and version b.